<w>
DFT (wB97M-V/def2-TZVPD) results for a 2-piece molecular cluster, C3H10NS overall.

```
15
Properties=species:S:1:pos:R:3:mulliken_charge:R:1
C -0.5979 -0.8017 -1.5978 -0.26
N 0.5318 -1.4105 -1.9971 -0.28
H -1.0721 -1.0751 -0.6910 0.51
H -0.9061 0.1616 -2.2489 0.28
H 0.8202 -2.3418 -1.8940 0.30
H 1.1880 -0.8969 -2.5750 0.28
C -1.0176 0.9057 1.5094 -1.25
C 0.4461 0.7376 1.2344 -0.17
S 0.9845 -0.5497 0.2995 -0.29
H -1.5593 1.3001 0.6728 0.36
H -1.7623 0.0791 1.7592 0.35
H -1.2007 1.6490 2.3795 0.29
H 0.9537 0.8501 2.1264 0.43
H 0.8701 1.7357 0.6695 0.27
H 2.3217 -0.3433 0.3529 0.20
```

Kohn-Sham gap, Ha: 0.2532
Total charge: +1
2S+1: 1
E_HOMO, eV: -13.00



<x>
DFT (wB97M-V/def2-TZVPD) results for a 2-piece molecular cluster, C3H10NS overall.

```
15
Properties=species:S:1:pos:R:3:mulliken_charge:R:1
C -2.1421 -0.6491 -0.0301 -1.29
C -0.7226 -0.2924 -0.4023 0.11
C 0.2000 -0.7545 0.9615 -0.42
S 1.7685 -0.5858 0.3536 0.15
N -0.5585 1.0412 -0.7240 -0.31
H -2.8579 -0.6523 -0.8395 0.34
H -2.1309 -1.6391 0.4471 0.38
H -2.4721 0.0257 0.7700 0.40
H -0.4638 -0.8767 -1.2830 0.35
H 0.0402 -1.8052 1.1929 0.37
H -0.1879 -0.1235 1.7481 0.40
H 5.0787 1.3756 -0.8230 -0.05
H -1.1530 1.7539 -0.3402 0.26
H 0.3835 1.3448 -0.7712 0.25
H 5.2180 1.8372 -0.2599 0.05
```

Kohn-Sham gap, Ha: 0.2323
Total charge: +1
2S+1: 1
E_HOMO, eV: -15.01



How do the energies compare? Relative to the most stable structure, in kcal/mol: <w> 0.0; <x> 17.4.



<w>
DFT (wB97M-V/def2-TZVPD) results for a 2-piece molecular cluster, C3H11NOS overall.

```
17
Properties=species:S:1:pos:R:3:mulliken_charge:R:1
N -1.0562 -0.8663 1.5467 -0.61
C -1.0237 0.3370 0.6051 -0.50
C -0.7606 -0.1146 -0.8206 -0.32
C -1.0671 1.0837 -1.7225 -0.87
S 0.3336 1.2557 -3.0332 -0.23
H -1.1690 -0.4562 2.4587 0.20
H -0.4033 -1.6169 1.4073 0.19
H -2.0066 0.7614 0.8623 0.28
H -0.2980 0.9894 1.0610 0.29
H 0.2759 -0.4095 -0.9559 0.35
H -1.3174 -1.0458 -1.0145 0.36
H -1.2495 2.0443 -1.2223 0.38
H -1.9698 0.9088 -2.3159 0.33
H -0.5334 0.4697 -3.7582 0.15
O 2.7880 -2.3873 5.2648 -0.65
H 2.3487 -2.2171 6.1149 0.32
H 2.2445 -2.1625 4.4979 0.32
```

Kohn-Sham gap, Ha: 0.3559
2S+1: 1
Structure (SMILES): NCCCS.O
E_HOMO, eV: -9.06



<x>
DFT (wB97M-V/def2-TZVPD) results for a 2-piece molecular cluster, C3H11NOS overall.

```
17
Properties=species:S:1:pos:R:3:mulliken_charge:R:1
N -1.7184 1.3917 1.2531 -0.63
C -1.1747 0.3813 0.3611 -0.29
C 0.0583 0.8920 -0.4001 -0.37
C 0.8554 -0.2583 -0.9887 -0.80
S 2.3835 0.2657 -1.8574 -0.21
H -2.5106 1.0048 1.7394 0.26
H -1.0479 1.6631 1.9613 0.22
H -1.9551 0.1841 -0.3820 0.29
H -0.9044 -0.5575 0.8599 0.13
H 0.7028 1.4720 0.2748 0.34
H -0.2449 1.5952 -1.1725 0.26
H 1.1630 -0.9461 -0.2051 0.34
H 0.2709 -0.8410 -1.7083 0.34
H 3.0916 0.4390 -0.7374 0.11
O -2.4975 -2.1039 2.5761 -0.65
H -2.4920 -2.5876 1.7350 0.32
H -1.6378 -2.2911 2.9779 0.31
```

Kohn-Sham gap, Ha: 0.3531
2S+1: 1
Structure (SMILES): NCCCS.O
E_HOMO, eV: -9.05



How do the energies compare? Relative to the most stable structure, in kcal/mol: <w> 24.1; <x> 0.0.



<w>
DFT (wB97M-V/def2-TZVPD) results for C4H4O2S2 as an isolated structure.

```
12
Properties=species:S:1:pos:R:3:mulliken_charge:R:1
C -1.2217 -0.3200 0.4605 0.48
C 0.1098 0.2079 0.3987 -0.15
C 0.6830 1.3167 -0.4740 -0.19
C 1.3648 -0.5039 -0.0560 0.30
H -3.0091 -2.1293 -0.4125 0.20
H 0.4526 0.5599 1.4972 0.26
H 0.1506 1.8276 -1.3256 0.30
H 1.2663 1.8522 0.3113 0.26
O -1.9316 -0.3967 1.5451 -0.50
O 1.8006 0.5310 -0.8469 -0.33
S -1.7698 -1.0934 -1.2147 -0.26
S 2.1045 -1.8521 0.1168 -0.37
```

Kohn-Sham gap, Ha: 0.3158
2S+1: 1
E_HOMO, eV: -9.43



<x>
DFT (wB97M-V/def2-TZVPD) results for one molecule with the formula C4H4O2S2.

```
12
Properties=species:S:1:pos:R:3:mulliken_charge:R:1
O 2.0268 1.2487 -0.0039 -0.39
C 1.6882 -0.0318 -0.0022 0.35
S 2.7768 -1.2592 -0.0013 -0.36
C 0.2353 -0.2013 -0.0143 -0.05
C -0.4330 -1.3635 -0.0071 0.00
S -2.1581 -1.1559 -0.0011 -0.14
C -1.9151 0.6711 -0.0129 -0.29
O -0.5194 0.9479 0.0013 -0.37
H 2.9972 1.2861 -0.0036 0.33
H 0.0338 -2.3457 0.0068 0.33
H -2.3605 1.1113 0.9087 0.28
H -2.3719 1.0923 -0.8703 0.31
```

Kohn-Sham gap, Ha: 0.2831
2S+1: 1
Structure (SMILES): OC(=S)C1=CSCO1
E_HOMO, eV: -8.07



How do the energies compare? Relative to the most stable structure, in kcal/mol: <w> 78.4; <x> 0.0.



<w>
DFT (wB97M-V/def2-TZVPD) results for one molecule with the formula C18H19N3O2S.

```
43
Properties=species:S:1:pos:R:3:mulliken_charge:R:1
C 6.2136 2.0494 -0.4191 -1.44
C 5.5304 0.7709 0.0398 -0.28
O 4.1922 0.8159 -0.4200 -0.37
C 3.3536 -0.2102 -0.1620 0.66
C 3.7167 -1.3656 0.5656 -0.51
C 2.8071 -2.3625 0.7880 -1.27
C 1.4941 -2.2674 0.2949 0.82
C 0.5119 -3.2533 0.4945 -0.55
C -0.7508 -3.0752 -0.0265 0.10
C -1.7736 -4.0231 0.1682 -0.21
N -2.6073 -4.7920 0.3422 -0.53
C -0.9982 -1.8786 -0.7687 0.67
S -2.5833 -1.6302 -1.4718 -0.17
C -2.3711 0.0351 -2.1686 -0.86
C -2.1476 1.1372 -1.1411 0.52
O -1.2028 1.8958 -1.2386 -0.66
N -3.0540 1.2525 -0.1571 0.23
C -4.2930 0.5232 0.0284 -0.62
C -5.1126 1.4351 0.9395 -0.72
C -4.0386 2.0709 1.8192 -0.62
C -2.8980 2.3072 0.8354 -0.58
N -0.1068 -0.9573 -0.9607 -0.18
C 1.1309 -1.1041 -0.4467 -0.66
C 2.0680 -0.0894 -0.6572 0.04
H 6.1899 2.1131 -1.5033 0.33
H 5.6953 2.9125 -0.0112 0.33
H 7.2462 2.0587 -0.0822 0.42
H 5.5517 0.7029 1.1363 0.37
H 6.0454 -0.1046 -0.3792 0.37
H 4.7170 -1.4694 0.9557 0.40
H 3.0916 -3.2411 1.3495 0.40
H 0.7466 -4.1461 1.0582 0.50
H -1.5049 0.0127 -2.8285 0.43
H -3.2793 0.2205 -2.7437 0.50
H -4.1030 -0.4380 0.5202 0.27
H -4.7881 0.3284 -0.9247 0.37
H -5.6148 2.2022 0.3488 0.31
H -5.8588 0.8848 1.5081 0.37
H -3.7298 1.3694 2.5949 0.29
H -4.3703 2.9919 2.2930 0.35
H -2.9794 3.2829 0.3438 0.30
H -1.9069 2.2443 1.2900 0.32
H 1.7708 0.7906 -1.2031 0.58
```

Kohn-Sham gap, Ha: 0.3035
2S+1: 1
Structure (SMILES): CCOc1ccc2cc(C#N)c(SCC(=O)N3CCCC3)nc2c1
E_HOMO, eV: -8.48



<x>
DFT (wB97M-V/def2-TZVPD) results for C18H19N3O2S as an isolated structure.

```
43
Properties=species:S:1:pos:R:3:mulliken_charge:R:1
C 6.1408 2.5821 0.3858 -1.19
C 5.0906 1.6182 0.2133 0.50
C 4.8859 0.7649 1.1756 -0.70
C 3.7317 -0.2502 1.0876 -0.75
C 2.8299 -0.3578 -0.1222 0.44
C 2.9463 0.6861 -0.9266 0.85
C 3.9732 1.5293 -0.6942 -0.50
H 4.1924 2.4132 -1.7616 -0.08
C 2.0370 0.8825 -2.2623 -2.05
H 2.5021 1.5487 -2.8829 0.59
H 1.9608 0.0970 -2.6591 0.73
H 0.9818 1.2509 -1.9669 0.20
N 1.7472 -1.2516 -0.1947 0.04
C 1.5010 -2.0805 0.7005 0.62
O 2.1467 -2.6134 1.4455 -0.52
C 0.1367 -2.9324 0.3617 -0.59
H 0.2013 -3.2105 -0.7894 0.27
H 0.1240 -3.9074 0.8424 0.38
S -1.2041 -1.8983 0.6491 -0.25
C -1.6000 -1.0325 -0.6221 0.56
N -0.7185 -0.8540 -1.7602 -0.37
C -1.4331 -0.0315 -2.4743 -0.55
C -2.6149 0.1958 -2.2090 -0.33
N -2.8366 -0.4915 -0.8801 0.74
C -3.9706 -0.3709 -0.4857 -1.58
C -4.0776 0.8035 0.4164 0.57
C -4.9716 1.6469 0.1356 -0.26
C -4.6544 2.9944 1.0646 -0.54
C -3.7924 2.2798 1.9985 -0.47
O -3.3513 1.0392 1.5606 -0.29
H -3.1769 2.8250 2.6820 0.37
H -5.1803 3.7715 1.0526 0.60
H -5.6757 1.9247 -0.6287 0.40
H -4.8531 -0.8830 -0.9024 0.42
H -3.8892 -1.3945 0.5124 0.23
H -3.3693 0.8051 -2.7066 0.42
H -0.7690 0.1923 -3.6850 0.13
H 1.0451 -0.8470 -0.5536 0.24
H 3.5099 -0.9094 1.9027 0.42
H 5.2751 0.7554 2.1485 0.38
H 7.0775 2.0289 0.0875 0.27
H 6.1307 2.9521 1.5710 0.29
H 5.8062 3.4291 -0.2661 0.35
```

Kohn-Sham gap, Ha: 0.3169
2S+1: 1
E_HOMO, eV: -8.09



How do the energies compare? Relative to the most stable structure, in kcal/mol: <w> 0.0; <x> 375.3.